(1)
{
  "formula": "C2H3FO2S",
  "method": "wB97M-V/def2-TZVPD",
  "total_charge": 0,
  "homo_energy_ev": -9.92,
  "lumo_ev": -0.38,
  "gap_ev": 9.54,
  "species": ["C", "C", "O", "O", "S", "F", "H", "H", "H"],
  "coordinates": [[-1.41219, 0.09009, 0.00346], [0.03113, -0.42171, -0.17914], [0.31985, -1.54746, -0.10291], [0.89796, 0.58231, -0.52925], [2.56454, 0.31851, -0.53511], [2.79557, 0.56099, 1.16423], [-1.57016, 0.00491, 1.02680], [-2.14076, -0.68049, -0.44627], [-1.48594, 1.09285, -0.40181]],
  "atomic_forces_ev_per_a": [[0.6, -1.4, -2.3], [-2.1, 1.0, -0.6], [1.0, -2.3, 0.4], [1.6, 0.8, -0.1], [-1.4, 0.4, 2.7], [-0.2, -0.4, -2.6], [-0.5, 0.4, 2.0], [1.3, 1.4, 0.3], [-0.4, 0.0, 0.2]],
  "mulliken_charge": [-0.81, 0.70, -0.44, -0.32, 0.32, -0.28, 0.26, 0.27, 0.30]
}


(2)
{
  "formula": "C11H30ClGdIO4P3",
  "method": "wB97M-V/def2-TZVPD",
  "total_charge": 2,
  "s2": 16.0506,
  "multiplicity": 8,
  "homo_energy_ev": [-14.75, -14.74],
  "lumo_ev": [-8.52, -8.60],
  "gap_ev": [6.23, 6.14],
  "species": ["C", "C", "H", "H", "H", "O", "I", "Gd", "P", "C", "C", "H", "H", "H", "H", "H", "H", "C", "H", "H", "H", "P", "C", "C", "H", "H", "H", "C", "H", "H", "H", "H", "H", "H", "Cl", "C", "O", "P", "O", "C", "O", "C", "H", "H", "H", "H", "H", "H", "H", "H", "H"],
  "coordinates": [[-0.08438, 1.62966, -5.97174], [-0.07701, 1.84134, -4.55743], [-0.08041, 2.64647, -6.43462], [-0.99604, 1.06278, -6.25491], [0.82079, 1.05549, -6.26003], [-0.08149, 1.81817, -3.39234], [-0.15073, -2.18283, -3.82821], [-0.06974, -0.92036, -1.29877], [2.64147, 0.01468, -0.85410], [3.18684, 1.26660, 0.36360], [3.25215, -1.49082, 0.01136], [4.34784, -1.47117, 0.03106], [4.87630, -0.18605, -1.81013], [2.90975, -2.39329, -0.51000], [3.60011, -0.31915, -3.04799], [2.53083, 1.20503, 1.24311], [2.86142, -1.50258, 1.03753], [3.91507, 0.23017, -2.14817], [4.22846, 1.10011, 0.67675], [4.03817, 1.30053, -2.37727], [3.10835, 2.25973, -0.09519], [-2.84362, 0.01018, -0.76745], [-3.51637, 1.26538, 0.38950], [-4.10267, 0.11139, -2.09278], [-3.25519, -2.38552, -0.43567], [-4.40715, -1.38177, 0.49217], [-2.71854, -1.60675, 1.07555], [-3.35720, -1.48622, 0.18521], [-3.75039, -0.48091, -2.94782], [-5.07344, -0.28696, -1.76325], [-4.51247, 0.98658, 0.77001], [-3.59055, 2.22876, -0.13165], [-4.22486, 1.16277, -2.39377], [-2.81903, 1.35918, 1.23336], [-0.01662, -3.21051, -0.18867], [-0.67901, 2.21312, 3.00758], [-1.04001, 0.99100, 2.33217], [-0.00638, -0.19978, 1.79013], [1.32322, 0.07020, 2.74352], [1.34818, -0.20356, 4.17356], [-0.70058, -1.47724, 2.57961], [0.08001, -2.63787, 2.97112], [-0.53795, 3.03954, 2.29744], [0.22466, 2.13858, 3.63029], [-1.52459, 2.44636, 3.66113], [1.74642, 0.67257, 4.69208], [0.34791, -0.41177, 4.58922], [2.03578, -1.04125, 4.34187], [0.96935, -2.79219, 2.33640], [0.39654, -2.54244, 4.01706], [-0.57318, -3.51536, 2.88960]],
  "atomic_forces_ev_per_a": [[0.0, 0.9, -0.4], [-0.1, -1.5, 5.5], [0.0, -0.6, 0.0], [0.3, 0.2, 0.3], [-0.3, 0.2, 0.3], [0.1, 0.7, -6.0], [0.0, 0.4, -0.6], [-0.2, -1.0, 1.0], [1.6, 0.0, 0.8], [-0.5, 0.4, 0.0], [-0.4, -0.3, -0.2], [-0.2, 0.0, 0.0], [-0.3, 0.2, -0.1], [0.2, 0.1, 0.2], [0.3, 0.2, 0.1], [0.3, 0.2, -0.2], [0.1, 0.0, -0.3], [-0.2, -0.1, -0.5], [-0.3, -0.1, -0.2], [-0.1, -0.4, 0.0], [0.0, -0.1, 0.2], [-1.5, -0.1, 1.0], [0.5, 0.5, 0.1], [0.3, -0.2, -0.5], [0.0, 0.1, 0.2], [0.3, 0.0, -0.1], [-0.3, 0.0, -0.3], [0.3, -0.3, -0.2], [-0.3, 0.2, 0.1], [0.3, 0.2, 0.0], [0.4, -0.1, -0.3], [0.0, -0.1, 0.2], [0.0, -0.4, 0.0], [-0.4, 0.1, -0.3], [0.0, 0.8, -0.4], [0.0, 0.3, 0.3], [1.0, -1.1, -0.8], [-0.2, 0.3, 3.7], [-0.8, -0.4, -1.0], [0.0, 0.1, 0.3], [0.5, 1.0, -0.8], [0.1, -0.4, 0.0], [-0.1, -0.3, 0.0], [-0.3, -0.3, -0.3], [0.2, 0.0, -0.1], [0.0, 0.0, -0.3], [0.4, 0.0, -0.4], [-0.3, 0.2, 0.0], [-0.4, 0.1, 0.2], [-0.2, 0.1, -0.3], [0.2, 0.3, -0.1]],
  "mulliken_charge": [-0.69, 0.63, 0.38, 0.34, 0.34, -0.06, -0.19, 0.09, 0.92, -0.94, -1.05, 0.46, 0.38, 0.36, 0.34, 0.13, 0.18, -1.15, 0.39, 0.38, 0.37, 0.78, -0.86, -1.13, 0.37, 0.43, 0.27, -1.10, 0.34, 0.36, 0.40, 0.38, 0.38, 0.05, -0.32, -0.73, -0.42, 0.94, -0.38, -1.03, -0.33, -0.81, 0.25, 0.32, 0.27, 0.29, 0.47, 0.29, 0.34, 0.31, 0.26]
}